ORCA calculation (ωB97M-V/def2-TZVPD) on a single C4H7N3O molecule.

```
15
C4H7N3O ωB97M-V/def2-TZVPD
C 1.51191 -0.27655 -1.02205
N 0.37268 0.23736 -0.30049
C 0.56182 1.26714 0.63428
O 1.48116 2.06213 0.59436
C -0.53068 1.06741 1.60007
C -1.18269 -0.06275 1.27898
N -0.57535 -0.68194 0.18065
N -1.46132 -1.21500 -0.75424
H 1.95360 -1.16006 -0.51656
H 2.27684 0.49772 -1.05286
H 1.23473 -0.55275 -2.04673
H -0.74741 1.70489 2.42558
H -2.08706 -0.50478 1.67042
H -1.82210 -0.48472 -1.36779
H -0.98612 -1.89811 -1.32360
```

Values from the calculation:
E_LUMO: 0.69 eV
HOMO energy: -8.81 eV
DFT total energy: -10777.7044 eV
Structure (SMILES): Cn1c(=O)ccn1N
Charge: 0



ORCA calculation (ωB97M-V/def2-TZVPD) on a molecular structure, C6H3AlCl2NO3STi.

```
18
C6H3AlCl2NO3STi ωB97M-V/def2-TZVPD
Al 1.90247 -1.06255 -3.57755
Ti -1.11930 1.32068 0.57013
Cl 1.43850 -2.29881 -1.94055
Cl -1.86360 3.35640 0.63206
C 0.70612 1.40738 -0.10013
C 1.14168 -1.94284 -5.29945
C 1.06282 0.78768 -3.28039
O 1.81641 1.56265 -0.45302
O 0.74166 -2.56990 -6.19293
O 0.57198 1.83820 -3.17743
S -1.96840 -1.35351 2.37500
C -0.39684 -1.29528 3.13448
C 0.17905 -0.05777 3.05514
N -0.59323 0.86640 2.37419
C -1.95569 0.40189 2.25139
H 0.04524 -2.16389 3.59550
H 1.12858 0.25133 3.44928
H -2.83746 0.95195 2.58430
```

Values from the calculation:
E_LUMO (spin up / spin down): -17.87 / -17.87 eV
HOMO energy (spin up / spin down): -23.53 / -23.92 eV
Spin multiplicity: 2
DFT total energy: -79444.9811 eV
Charge: +4



ORCA calculation (ωB97M-V/def2-TZVPD) on 2 unconnected molecules or ions with the total composition C4H13N3.

```
20
C4H13N3 ωB97M-V/def2-TZVPD
C 1.50756 0.81284 -0.24818
C -0.98434 0.56873 0.06614
C -3.37004 -1.85399 -0.31406
C -1.29625 2.00570 0.37534
N 0.18426 0.04615 -0.08791
N 2.67562 -0.31783 -0.35012
N 2.44729 -1.38749 0.57898
H 1.71115 1.33058 -1.14447
H 1.67625 1.43826 0.56584
H -3.12353 -2.64422 0.28898
H -4.40481 -1.53007 -0.15698
H -2.57452 -1.32123 -0.87782
H -1.93839 2.46365 -0.41597
H -0.41255 2.64898 0.19347
H -1.73795 2.00253 1.30929
H 0.21203 -0.95055 -0.12738
H 2.77509 -0.76033 -1.26300
H 3.59645 0.19284 -0.13363
H 2.53877 -1.12224 1.52340
H 3.10157 -2.17992 0.48981
```

Values from the calculation:
E_LUMO (spin up / spin down): -10.38 / -7.98 eV
HOMO energy (spin up / spin down): -15.60 / -17.71 eV
DFT total energy: -8805.0186 eV
Charge: +2



ORCA calculation (ωB97M-V/def2-TZVPD) on a molecular structure, C13H17MnN3O5S.

```
40
C13H17MnN3O5S ωB97M-V/def2-TZVPD
Mn -0.70519 0.33242 0.63892
O 1.45435 -1.31696 3.67349
C 0.91835 -0.83354 2.60081
O -0.02308 -0.03694 2.57708
C 1.50904 -1.27577 1.30789
C 2.57766 -2.10295 1.05888
C 2.93926 -2.30706 -0.28026
C 2.25269 -1.68047 -1.31195
C 1.18750 -0.85948 -0.97745
N 0.84902 -0.69897 0.29461
C 0.31274 -0.01484 -1.88916
O 0.46426 0.02277 -3.07233
O -0.57757 0.69008 -1.19649
H 1.02204 -0.97945 4.48028
H 3.11885 -2.57064 1.86973
H 3.77551 -2.95510 -0.50791
H 2.52528 -1.80768 -2.35109
S -0.94895 2.43063 1.10805
C -1.24291 3.17813 -0.46147
N -2.43274 3.27651 -1.00863
C -2.38961 4.04463 -2.26704
C -0.87349 4.29219 -2.44679
N -0.32088 3.76899 -1.18313
H -3.27693 2.97115 -0.55251
H -2.95361 4.96834 -2.15456
H -2.81294 3.46101 -3.08025
H -0.63029 5.34535 -2.55841
H -0.45946 3.73259 -3.28334
H 0.65565 3.78088 -0.93779
C -2.88911 -2.71553 0.23364
C -3.12327 -1.23416 0.02243
C -3.16698 -0.82173 -1.42557
O -2.06816 -0.55615 0.80478
H -3.72710 -3.26425 -0.19610
H -2.83080 -2.96169 1.29229
H -1.97798 -3.03951 -0.27260
H -4.02449 -0.90965 0.54647
H -2.30468 -1.18715 -1.98207
H -3.23621 0.25752 -1.54932
H -4.05760 -1.27239 -1.86446
```

Values from the calculation:
E_LUMO (spin up / spin down): -9.10 / -8.48 eV
HOMO energy (spin up / spin down): -16.36 / -16.38 eV
Spin multiplicity: 2
DFT total energy: -70605.6479 eV
Charge: +2